Entry 1:
The following is a quantum chemistry calculation of a 2-piece molecular cluster, C4H10S overall at a distorted geometry, from the OMol25 dataset.

XYZ file:
```
15
C4H10S, DFT ωB97M-V with the def2-TZVPD basis set
C -1.5809 -4.5347 -5.4167
C -0.6783 -5.1791 -6.1793
H -1.7545 -3.5056 -5.6712
H -1.8551 -4.9516 -4.4565
H -0.2172 -4.7025 -7.0414
H -0.3317 -6.1886 -5.9932
C 0.9260 2.7512 1.3943
S 0.4556 2.7935 3.1072
C 0.2466 1.0478 3.5120
H 1.4996 1.8604 1.1388
H 0.0066 2.9081 0.8638
H 1.5351 3.6337 1.0145
H -0.0685 0.7476 2.4806
H -0.5824 0.8099 4.1679
H 1.2239 0.6241 3.7516
```

For the LUMO energy, the calculation gives 1.2 eV. For the total energy, the calculation gives -15143.629 eV. The calculation puts the highest occupied orbital energy at -8.35 eV. The energy above the lowest of the compared OMol25 structures with the same formula, charge and spin comes out at 167.7 kJ/mol. Its HOMO-LUMO gap is 9.51 eV.

Entry 2:
The following is a quantum chemistry calculation of a 6-piece molecular cluster, C5H22N2O6 overall at a distorted geometry, from the OMol25 dataset.

XYZ file:
```
35
C5H22N2O6, DFT ωB97M-V with the def2-TZVPD basis set
C 0.6003 -0.9529 0.4735
N 1.8984 -0.9596 1.1848
C 2.9232 -0.1183 0.7346
O 2.9157 0.4839 -0.2976
C -0.4781 -1.0463 1.6633
C -0.4632 0.4225 2.4186
C -1.2166 0.1231 3.6863
N -1.7098 -1.3169 1.0309
H 0.4317 -0.0104 -0.0839
H 0.5365 -1.8711 -0.1829
H 1.9742 -1.5618 1.9485
H 3.8153 -0.0734 1.3869
H -0.2044 -1.6435 2.5758
H -1.2172 1.1077 1.6828
H 0.5290 0.6381 2.5761
H -0.6679 -0.5395 4.2367
H -2.1734 -0.5084 3.7148
H -1.5212 0.9437 4.2875
H -1.7490 -2.0927 0.3975
H -2.2221 -0.4774 0.7317
H -4.1509 0.6864 -3.0297
H -2.9446 1.2717 -2.4986
O -3.3827 1.1635 -3.2130
H -3.6222 -1.2916 -1.2181
H -4.1530 -1.2508 0.1489
O -3.8470 -0.6935 -0.5544
H -0.0023 -1.0773 -4.9515
H 0.5785 0.3741 -4.8507
O 0.6335 -0.4856 -5.2562
H 2.9407 1.1455 -2.8275
H 1.5720 0.4684 -2.4041
O 2.0350 0.7070 -3.2037
H 4.2466 2.8172 0.6635
H 3.6170 2.9637 -0.7115
O 4.4777 2.6545 -0.2596
```

For the LUMO energy, the calculation gives 0.2 eV. For the total energy, the calculation gives -20804.142 eV. The calculation puts the highest occupied orbital energy at -9.24 eV. The energy above the lowest of the compared OMol25 structures with the same formula, charge and spin comes out at 494.8 kJ/mol. Its HOMO-LUMO gap is 9.44 eV.

Entry 3:
The following is a quantum chemistry calculation of C6H9N as an isolated structure at a distorted geometry, from the OMol25 dataset.

XYZ file:
```
16
C6H9N, DFT ωB97M-V with the def2-TZVPD basis set
C -0.3121 -0.6839 1.9275
N -0.7182 -0.2877 0.6488
C -0.7829 0.9911 0.0885
C 0.4684 1.0611 -1.1826
C 1.0510 -0.3218 -0.9887
C -0.3288 -0.8492 -0.5908
C -1.1435 0.3683 -1.1970
H 0.6069 -0.1580 2.2056
H -0.1882 -1.7371 2.2190
H -1.0935 -0.2401 2.5531
H -1.1083 1.9163 0.5675
H 0.9941 2.0058 -1.1611
H 1.8354 -0.4060 -0.2310
H 1.4391 -0.7609 -1.9123
H -0.6061 -1.8831 -0.7671
H -0.0249 0.9860 -2.2461
```

For the LUMO energy, the calculation gives 1.0 eV. For the total energy, the calculation gives -7851.227 eV. The calculation puts the highest occupied orbital energy at -7.37 eV. The energy above the lowest of the compared OMol25 structures with the same formula, charge and spin comes out at 668.9 kJ/mol. Its HOMO-LUMO gap is 8.38 eV.

Entry 4:
The following is a quantum chemistry calculation of a 2-piece molecular cluster, C3H8BNO overall at a distorted geometry, from the OMol25 dataset.

XYZ file:
```
14
C3H8BNO, DFT ωB97M-V with the def2-TZVPD basis set
B 0.2416 0.9627 0.8444
C 0.4048 0.0790 -0.3721
C -0.3760 -0.9947 -0.6277
C -0.5572 -1.8767 -1.8745
N -0.0874 0.8917 2.1413
O 0.8739 3.0795 0.6376
H 1.0706 0.4442 -1.0390
H -0.9717 -1.3570 0.1578
H -0.5586 -1.2440 -2.7910
H -1.5313 -2.2728 -1.8627
H 0.0820 -2.7038 -2.0241
H 0.0309 0.0200 2.7135
H -0.1384 1.6926 2.6886
H 1.5167 3.2793 1.4081
```

For the LUMO energy, the calculation gives 0.2 eV. For the total energy, the calculation gives -7452.911 eV. The calculation puts the highest occupied orbital energy at -8.80 eV. The energy above the lowest of the compared OMol25 structures with the same formula, charge and spin comes out at 308.8 kJ/mol. Its HOMO-LUMO gap is 9.04 eV.

Entry 5:
The following is a quantum chemistry calculation of a 2-piece molecular cluster, C2H5FOS2 overall, from the OMol25 dataset.

XYZ file:
```
11
C2H5FOS2, DFT ωB97M-V with the def2-TZVPD basis set
C 0.8081 0.3241 -1.2080
C 1.1080 -1.6566 0.0264
O 1.4487 -0.9260 -1.0010
F -3.3028 2.1206 1.4224
S -0.0126 -1.3187 1.1609
S -2.2319 0.8794 1.1599
H -0.1888 0.3252 -0.7596
H 0.7429 0.4788 -2.2844
H 1.4057 1.1147 -0.7568
H 1.6698 -2.5851 0.0565
H -1.4470 1.2435 2.1836
```

For the LUMO energy, the calculation gives 0.1 eV. For the total energy, the calculation gives -28588.813 eV. The calculation puts the highest occupied orbital energy at -9.35 eV. The energy above the lowest of the compared OMol25 structures with the same formula, charge and spin comes out at 0.0 kJ/mol. Its HOMO-LUMO gap is 9.50 eV.

Entry 6:
The following is a quantum chemistry calculation of a 2-piece molecular cluster, C6H13N2OS overall at a distorted geometry, from the OMol25 dataset.

XYZ file:
```
23
C6H13N2OS, DFT ωB97M-V with the def2-TZVPD basis set
C 1.6836 -0.5436 -0.5390
C -1.5327 -1.4683 -0.6748
C -0.8648 -0.9883 0.6602
C -2.3291 -0.2936 -1.3760
C -0.8197 0.4840 0.6072
C -0.1486 1.3360 1.5483
N 1.2979 0.2750 -1.4577
N 2.3874 -0.1851 0.4613
O 2.7967 1.2117 0.7100
S -1.6073 1.2260 -0.6538
H -0.6453 -1.7616 -1.3457
H -2.2403 -2.2137 -0.5685
H -1.4344 -1.2218 1.5760
H 0.0817 -1.4706 0.7668
H -2.1467 -0.1986 -2.3800
H -3.3905 -0.1760 -0.9468
H -0.6319 2.3438 1.5062
H 0.9281 1.3570 1.2500
H 0.0423 0.7008 2.4747
H 0.7520 -0.0633 -2.3509
H 1.4633 1.2847 -1.3465
H 2.6525 -0.8971 1.1428
H 3.7059 1.2628 0.9362
```

Its charge is +1. For the LUMO energy, the calculation gives -4.9 eV. For the total energy, the calculation gives -22284.877 eV. The calculation puts the highest occupied orbital energy at -12.07 eV. The energy above the lowest of the compared OMol25 structures with the same formula, charge and spin comes out at 441.5 kJ/mol. Its HOMO-LUMO gap is 7.18 eV.

Entry 7:
The following is a quantum chemistry calculation of an isolated ion of composition H2O3P2 and charge -2 at a distorted geometry, from the OMol25 dataset.

XYZ file:
```
7
H2O3P2, DFT ωB97M-V with the def2-TZVPD basis set
O 1.2825 -0.1924 -2.2205
O 1.9614 1.3269 -0.3642
O -0.6046 -1.5925 0.8999
P -0.8642 -0.2173 0.3536
P 1.5558 -0.1038 -0.7105
H -0.9528 0.8156 1.5748
H -2.3781 -0.0364 0.4669
```

Its charge is -2. For the LUMO energy, the calculation gives 7.8 eV. For the total energy, the calculation gives -24751.748 eV. The calculation puts the highest occupied orbital energy at 1.14 eV. The energy above the lowest of the compared OMol25 structures with the same formula, charge and spin comes out at 41.1 kJ/mol. Its HOMO-LUMO gap is 6.62 eV.

Entry 8:
The following is a quantum chemistry calculation of C17H12N2S2 in the gas phase at a distorted geometry, from the OMol25 dataset.

XYZ file:
```
33
C17H12N2S2, DFT ωB97M-V with the def2-TZVPD basis set
N -3.4789 -3.2784 1.4709
C -3.1047 -2.3557 0.8993
C -2.6809 -1.2074 0.2189
C -1.4991 -1.1478 -0.5162
N -0.7284 -2.1980 -0.7820
C 0.5326 -2.3253 -0.9173
C 1.6146 -1.4460 -0.5824
C 2.9314 -1.7103 -0.8560
C 3.8263 -0.7500 -0.3273
C 5.2220 -0.6949 -0.4170
C 5.8963 0.3372 0.1914
C 5.2080 1.3278 0.8964
C 3.8333 1.2983 1.0024
C 3.1490 0.2596 0.3890
S 1.4306 0.0143 0.3723
H 3.2967 2.0604 1.5458
H 5.7615 2.1276 1.3645
H 6.9727 0.3876 0.1269
H 5.7505 -1.4629 -0.9614
H 3.2490 -2.5662 -1.4255
H 0.8467 -3.2978 -1.2886
S -1.2872 0.4591 -1.2380
C -2.7742 0.9799 -0.5459
C -3.3762 0.0242 0.2110
C -4.6431 0.5347 0.8136
H -5.4692 -0.1685 0.7082
H -4.5007 0.7246 1.8809
C -4.8858 1.8470 0.0320
H -5.2910 2.6289 0.6712
H -5.6028 1.6600 -0.7677
C -3.5308 2.2604 -0.5877
H -3.6403 2.6563 -1.5980
H -3.0277 3.0215 0.0162
```

For the LUMO energy, the calculation gives -0.9 eV. For the total energy, the calculation gives -42473.704 eV. The calculation puts the highest occupied orbital energy at -7.82 eV. Its HOMO-LUMO gap is 6.92 eV.

Entry 9:
The following is a quantum chemistry calculation of C24H31N5O5S2 in the gas phase at a distorted geometry, from the OMol25 dataset.

XYZ file:
```
67
C24H31N5O5S2, DFT ωB97M-V with the def2-TZVPD basis set
C -6.1002 -0.7232 1.2557
C -4.6134 -0.5913 1.5666
C -3.9741 -1.8815 2.0831
C -4.0498 -3.0460 1.0916
N -3.3429 -2.7344 -0.1312
C -3.9724 -2.4490 -1.2766
O -5.1533 -2.6181 -1.4951
C -3.0423 -1.8254 -2.3452
N -2.8018 -0.4456 -1.9681
C -3.5826 0.5480 -2.4454
N -3.5095 1.7854 -2.0928
C -2.6282 2.0644 -1.1159
C -1.7884 1.1307 -0.5157
C -1.0402 1.6868 0.5589
C -1.2803 3.0124 0.7436
C -0.7026 3.9426 1.7419
H -1.4951 4.4729 2.2671
H -0.1038 3.3810 2.4543
H -0.0768 4.6863 1.2483
S -2.4463 3.6301 -0.4121
S -0.0864 0.6185 1.6369
O 0.4845 1.4166 2.6899
O -0.9278 -0.4713 2.0286
N 1.0965 0.0866 0.6013
C 1.5933 -1.2550 0.8162
C 2.4076 -1.6567 -0.4194
N 3.4704 -0.7204 -0.7104
C 4.7307 -0.8922 -0.1358
C 4.9663 -1.7870 0.9053
C 6.2368 -2.0037 1.4121
C 7.3117 -1.3155 0.8929
C 7.1121 -0.4268 -0.1533
C 5.8502 -0.2191 -0.6826
O 5.6128 0.6130 -1.7512
C 6.7092 1.2012 -2.4043
H 7.4099 0.4471 -2.7765
H 7.2420 1.9035 -1.7541
H 6.2870 1.7459 -3.2480
H 7.9648 0.0910 -0.5627
H 8.3061 -1.4652 1.2840
H 6.3746 -2.7057 2.2205
H 4.1442 -2.3309 1.3413
C 2.9350 0.6130 -0.8742
C 2.1511 1.0460 0.3723
H 1.6871 2.0227 0.2213
H 2.8216 1.1072 1.2425
H 3.7387 1.3166 -1.0729
H 2.2512 0.5985 -1.7293
H 2.8156 -2.6608 -0.3077
H 1.7266 -1.6494 -1.2767
H 0.7232 -1.8979 0.9381
H 2.2099 -1.2943 1.7257
C -1.7956 -0.2193 -1.0060
O -1.0556 -1.1308 -0.6841
H -4.3247 0.2766 -3.1826
H -3.5372 -1.8613 -3.3155
H -2.0853 -2.3502 -2.3777
H -2.3691 -2.4731 -0.0231
H -3.5982 -3.9363 1.5393
H -5.0830 -3.2704 0.8224
H -4.4698 -2.1868 3.0061
H -2.9247 -1.6741 2.3071
H -4.4666 0.1803 2.3256
H -4.0848 -0.2589 0.6694
H -6.6337 -1.1273 2.1132
H -6.5209 0.2514 1.0178
H -6.2642 -1.3757 0.4020
```

For the LUMO energy, the calculation gives 0.1 eV. For the total energy, the calculation gives -64750.168 eV. The calculation puts the highest occupied orbital energy at -7.70 eV. The energy above the lowest of the compared OMol25 structures with the same formula, charge and spin comes out at 0.0 kJ/mol. Its HOMO-LUMO gap is 7.77 eV.

Entry 10:
The following is a quantum chemistry calculation of C3H4NO2S as an isolated structure at a distorted geometry, from the OMol25 dataset.

XYZ file:
```
11
C3H4NO2S, DFT ωB97M-V with the def2-TZVPD basis set
C -1.8244 -0.5628 -1.7055
C 0.6759 -0.0154 -0.6985
C 1.1361 0.5359 1.7917
N -0.7932 -0.4881 -2.3826
O -2.0925 -0.1125 -0.5524
O 1.8498 -0.0974 -0.8641
S -0.2529 0.2800 0.6065
H -2.7658 -1.0704 -2.0807
H 2.0155 0.2404 1.2694
H 0.9745 -0.2474 2.4819
H 1.0770 1.5377 2.1344
```

Its charge is -1. For the LUMO energy (spin up / spin down), the calculation gives 3.6 / 3.6 eV. For the total energy, the calculation gives -19593.618 eV. The calculation puts the highest occupied orbital energy (spin up / spin down) at -3.28 / -3.32 eV. The energy above the lowest of the compared OMol25 structures with the same formula, charge and spin comes out at 353.8 kJ/mol. Its HOMO-LUMO gap (spin up / spin down) is 6.88 / 6.92 eV.

Entry 11:
The following is a quantum chemistry calculation of C3H7NO2 in the gas phase at a distorted geometry, from the OMol25 dataset.

XYZ file:
```
13
C3H7NO2, DFT ωB97M-V with the def2-TZVPD basis set
N -0.7584 1.1341 1.0897
C -0.2660 1.1007 -0.1487
O -0.0654 2.2762 -0.5307
C 0.0497 -0.1010 -0.9844
C 0.2936 -1.3682 -0.1734
O 1.3728 -1.2341 0.7227
H -0.6821 2.2799 0.8665
H -1.1895 0.3495 1.5852
H 0.9366 0.1639 -1.5664
H -0.7772 -0.2414 -1.6917
H -0.6327 -1.6611 0.3498
H 0.5542 -2.1895 -0.8468
H 1.1645 -0.5090 1.3283
```

For the LUMO energy, the calculation gives 0.7 eV. For the total energy, the calculation gives -8808.346 eV. The calculation puts the highest occupied orbital energy at -10.18 eV. The energy above the lowest of the compared OMol25 structures with the same formula, charge and spin comes out at 210.6 kJ/mol. Its HOMO-LUMO gap is 10.89 eV.

Entry 12:
The following is a quantum chemistry calculation of C28H47AsIrN9O2Si2 as an isolated structure, from the OMol25 dataset.

XYZ file:
```
90
C28H47AsIrN9O2Si2, DFT ωB97M-V with the def2-TZVPD basis set
Ir -0.1431 1.2335 0.3783
C -2.3018 2.1565 2.9070
N -1.4772 2.8658 1.9365
C -2.1285 3.9096 1.1546
C -1.4198 4.0422 -0.1586
N -0.6209 3.1210 -0.6406
C -0.2394 3.5509 -1.9074
C 0.5970 2.9509 -2.8454
C 0.7908 3.6293 -4.0303
C 0.1784 4.8694 -4.2786
C -0.6475 5.4727 -3.3515
C -0.8418 4.7814 -2.1611
N -1.5869 5.0669 -1.0220
C -1.7966 0.7491 3.0393
N -1.0819 0.1607 2.1125
C -0.8939 -1.1491 2.5310
C -0.2440 -2.2055 1.8959
C -0.2365 -3.4185 2.5535
C -0.8526 -3.5794 3.8064
C -1.5058 -2.5393 4.4377
C -1.5179 -1.3209 3.7672
N -2.0814 -0.0870 4.0654
H -3.3207 2.1046 2.5162
H -2.3527 2.6463 3.8845
H -0.6413 3.2308 2.3748
H -2.1801 4.8751 1.6678
H -3.1562 3.5966 0.9557
H 1.0727 1.9987 -2.6456
H 1.4330 3.2033 -4.7893
H 0.3630 5.3657 -5.2213
H -1.1129 6.4290 -3.5464
H -2.1567 5.8812 -0.8674
H 0.2047 -2.0694 0.9182
H 0.2343 -4.2754 2.0886
H -0.8312 -4.5504 4.2823
H -1.9908 -2.6762 5.3943
H -2.6385 0.1406 4.8728
N 1.7509 1.5689 1.9460
C 3.0337 1.2546 1.2770
C 4.1260 0.7625 2.2698
C 4.5129 -0.7139 2.2620
C 3.3389 -1.6739 2.2627
N 3.7664 -3.0553 2.0969
C 4.0917 -3.6013 0.9277
N 4.0828 -2.8850 -0.1887
N 4.4118 -4.9033 0.8844
C 2.8134 0.3374 0.0512
O 3.8098 -0.1827 -0.4652
O 1.6225 0.1287 -0.3599
H 1.8236 2.4820 2.3809
H 1.5718 0.9145 2.7023
H 3.3829 2.1946 0.8435
H 3.7947 1.0477 3.2726
H 5.0438 1.3265 2.1071
H 5.1198 -0.9018 3.1511
H 5.1422 -0.9204 1.3999
H 2.6153 -1.4546 1.4792
H 2.7831 -1.6396 3.2015
H 3.9149 -3.6070 2.9252
H 4.0955 -1.8478 -0.2013
H 4.3199 -3.3367 -1.0565
H 4.3893 -5.4737 1.7107
H 4.7968 -5.3130 0.0519
C -4.3007 0.4548 -2.9732
Si -3.6335 -0.3420 -1.4220
C -4.1220 -2.1396 -1.2712
C -4.1956 0.6103 0.0930
As -1.2813 -0.1369 -1.3912
Si -0.2980 -1.6034 -2.9698
C -1.4878 -1.8119 -4.3931
C -0.0140 -3.2111 -2.0473
C 1.3162 -0.8599 -3.5378
H -5.3932 0.4317 -2.9636
H -3.9664 -0.0641 -3.8718
H -3.9870 1.4972 -3.0516
H -5.2105 -2.2331 -1.2524
H -3.7329 -2.5783 -0.3500
H -3.7569 -2.7355 -2.1078
H -5.2834 0.5988 0.1863
H -3.8678 1.6492 0.0118
H -3.7637 0.1767 0.9961
H -2.4191 -2.2958 -4.0991
H -1.0254 -2.4300 -5.1673
H -1.7285 -0.8486 -4.8450
H -0.9258 -3.5842 -1.5785
H 0.7417 -3.0741 -1.2691
H 0.3459 -3.9790 -2.7381
H 1.1538 -0.1251 -4.3284
H 1.9526 -1.6468 -3.9513
H 1.8536 -0.3873 -2.7145
```

The spin multiplicity is 5. Its charge is +2. For the LUMO energy (spin up / spin down), the calculation gives -4.3 / -5.5 eV. For the total energy, the calculation gives -126728.923 eV. The calculation puts the highest occupied orbital energy (spin up / spin down) at -11.32 / -12.68 eV. Its HOMO-LUMO gap (spin up / spin down) is 6.99 / 7.21 eV.